{"formula": "C36H68F3N4O9", "method": "wB97M-V/def2-TZVPD", "charge": 1, "total_energy_ev": -70969.5781, "lumo_ev": -2.6, "spin_multiplicity": 1, "e_homo_ev": -11.43, "mol_weight_g_mol": 757.953, "homo_lumo_gap_ev": 8.787, "species": ["F", "F", "F", "O", "O", "O", "O", "O", "O", "O", "O", "O", "N", "N", "N", "N", "C", "C", "C", "C", "C", "C", "C", "C", "C", "C", "C", "C", "C", "C", "C", "C", "C", "C", "C", "C", "C", "C", "C", "C", "C", "C", "C", "C", "C", "C", "C", "C", "C", "C", "C", "C", "H", "H", "H", "H", "H", "H", "H", "H", "H", "H", "H", "H", "H", "H", "H", "H", "H", "H", "H", "H", "H", "H", "H", "H", "H", "H", "H", "H", "H", "H", "H", "H", "H", "H", "H", "H", "H", "H", "H", "H", "H", "H", "H", "H", "H", "H", "H", "H", "H", "H", "H", "H", "H", "H", "H", "H", "H", "H", "H", "H", "H", "H", "H", "H", "H", "H", "H", "H"], "xyz": [[0.39, 3.77, 1.60], [1.22, 5.59, 0.94], [-0.87, 5.31, 0.74], [-3.59, 0.57, 8.95], [-0.26, 1.37, 0.22], [1.29, 2.97, 6.71], [-2.61, 0.43, 0.35], [-2.01, 2.17, 8.92], [2.17, 2.53, 4.70], [-0.93, -1.65, -5.70], [-0.15, -3.37, -6.90], [1.64, 3.28, -0.75], [-5.41, 0.02, -2.00], [-4.29, -1.61, -0.68], [-4.19, -1.80, -3.01], [-1.51, 2.59, -1.19], [-0.85, 1.26, -1.02], [-2.48, 1.17, 8.45], [-3.14, -0.51, 6.91], [0.88, -3.59, -7.88], [4.52, 0.97, 2.01], [3.42, 0.33, 2.89], [-1.25, -1.24, -0.61], [-0.11, -3.29, -1.54], [0.79, -1.28, -7.38], [0.28, 4.68, 0.67], [2.84, -4.46, -2.57], [-0.21, -2.07, -6.56], [-2.47, 2.87, -0.05], [4.64, 0.33, 0.63], [3.91, -2.13, 0.35], [0.09, 0.86, -2.18], [0.55, 4.18, -0.75], [1.10, -2.23, -8.53], [-0.30, 4.61, 6.13], [-4.19, -0.82, -1.89], [5.06, -1.15, 0.68], [3.28, -4.03, -1.16], [0.10, 3.62, 7.22], [1.33, 3.07, 5.36], [-3.34, 1.63, 0.28], [1.80, -3.53, -3.23], [0.35, -3.91, -2.89], [-2.94, 0.08, -2.04], [-1.27, -2.28, -1.74], [0.16, 3.89, 4.86], [-1.94, 0.37, 7.28], [1.50, 0.36, -1.79], [-3.84, -0.66, 8.25], [-0.66, 3.76, -1.58], [3.94, -2.64, -1.11], [-1.94, 0.12, -0.88], [2.53, 0.94, 2.87], [1.99, -2.48, -3.04], [2.43, -4.06, -0.47], [4.96, -2.71, -1.47], [-3.37, 1.07, -2.27], [-4.11, -1.25, -3.87], [1.77, -3.95, -7.37], [-1.77, -1.67, 0.24], [-5.44, 0.48, -2.91], [3.20, -0.67, 2.52], [2.95, -1.65, 0.53], [0.94, 5.07, -1.25], [-0.28, -3.48, -3.67], [5.41, 0.89, 0.09], [0.33, 4.12, 8.16], [-6.22, -0.58, -1.90], [-1.65, 1.03, 6.46], [3.71, 0.48, 0.08], [2.09, -2.11, -8.96], [5.47, 0.93, 2.54], [-0.66, 2.87, 7.40], [-4.25, 1.58, -0.33], [1.46, -0.72, -1.70], [-0.34, 3.67, -2.61], [2.20, 0.56, -2.60], [0.55, -4.34, -8.59], [-3.14, 3.65, -0.39], [-3.44, -1.48, 8.84], [0.25, -4.98, -2.81], [0.27, 5.54, 6.25], [0.76, -2.82, -1.07], [4.27, 2.02, 1.86], [0.35, -0.34, -7.72], [-0.45, -4.07, -0.87], [5.87, -1.36, -0.01], [4.04, -4.73, -0.83], [-1.09, -0.22, 7.62], [-0.20, -1.13, -0.31], [-4.92, -0.79, 8.15], [-0.36, 0.06, -2.76], [-1.14, -1.87, -2.74], [0.48, 4.58, 4.09], [5.44, -1.36, 1.68], [-3.68, 1.82, 1.30], [3.40, -1.90, -1.70], [3.72, -4.55, -3.20], [2.01, 3.30, -1.64], [-2.45, -0.21, -2.97], [0.24, 1.65, -2.92], [-0.60, 3.22, 4.48], [1.85, 0.73, -0.83], [-2.14, 2.48, -1.99], [-1.33, 4.62, -1.60], [2.40, -5.46, -2.50], [-4.57, -1.06, 0.12], [-1.36, 4.86, 6.14], [3.99, -3.00, 1.01], [-1.95, 3.14, 0.85], [0.37, -2.08, -9.33], [-3.78, 0.03, 6.21], [1.67, -1.08, -6.77], [1.90, -3.68, -4.31], [0.31, 0.62, 0.45], [-2.86, -1.46, 6.46], [-2.18, -2.86, -1.69], [-4.94, -2.37, -0.84], [3.73, 0.30, 3.93], [-5.10, -2.25, -3.05]], "lowdin_charge": [0.204, 0.163, 0.174, 0.036, 0.063, 0.041, -0.073, 0.115, 0.111, 0.091, 0.030, 0.029, 0.062, 0.111, 0.082, 0.026, -0.370, -0.474, -0.156, -0.145, -0.246, -0.094, -0.081, -0.174, -0.075, -0.646, -0.191, -0.495, -0.029, -0.217, -0.211, -0.097, -0.232, -0.151, -0.144, -0.616, -0.188, -0.208, -0.140, -0.478, -0.156, -0.204, -0.170, -0.043, -0.173, -0.084, -0.075, -0.054, -0.151, -0.018, -0.201, -0.334, 0.043, 0.083, 0.100, 0.113, 0.108, 0.081, 0.126, 0.132, 0.074, 0.052, 0.089, 0.171, 0.089, 0.104, 0.134, 0.074, 0.112, 0.078, 0.119, 0.104, 0.080, 0.110, 0.047, 0.137, 0.096, 0.128, 0.147, 0.130, 0.109, 0.120, 0.077, 0.099, 0.124, 0.116, 0.100, 0.115, 0.140, 0.100, 0.126, 0.099, 0.088, 0.110, 0.109, 0.142, 0.078, 0.109, 0.122, 0.114, 0.110, 0.124, 0.052, 0.174, 0.146, 0.108, 0.090, 0.117, 0.110, 0.121, 0.121, 0.117, 0.130, 0.097, 0.122, 0.117, 0.101, 0.091, 0.070, 0.079]}

{"formula": "C12H10Cl4F6NO7S2Ti", "method": "wB97M-V/def2-TZVPD", "total_energy_ev": -139611.3055, "lumo_ev": [0.0, 0.2], "spin_multiplicity": 2, "e_homo_ev": [-8.26, -8.32], "de_lowest_kj_mol": 0.0, "mol_weight_g_mol": 648.013, "s2": 0.753, "homo_lumo_gap_ev": [8.217, 8.530], "species": ["Ti", "Cl", "Cl", "Cl", "Cl", "S", "S", "F", "F", "F", "F", "F", "F", "O", "O", "O", "O", "O", "O", "O", "N", "C", "C", "C", "C", "C", "C", "C", "C", "C", "C", "C", "C", "H", "H", "H", "H", "H", "H", "H", "H", "H", "H"], "xyz": [[0.42, 0.34, 0.19], [-3.95, 2.33, 0.91], [-1.99, -3.48, 2.10], [-5.99, 0.20, 2.06], [-5.00, -2.70, 2.66], [3.59, -0.21, 0.09], [2.66, 1.73, 1.85], [1.09, 3.70, 1.18], [3.39, -2.78, 0.33], [1.84, 2.53, -0.49], [2.60, -1.70, 2.03], [4.74, -1.84, 1.75], [3.14, 3.96, 0.52], [-1.18, 1.20, 0.59], [2.24, -0.19, -0.53], [-0.31, -0.13, -1.78], [3.12, 2.33, 3.04], [-0.40, -1.15, 1.03], [4.68, -0.38, -0.80], [1.43, 0.93, 1.90], [3.81, 0.99, 1.07], [-2.57, -1.88, 1.82], [-1.24, 0.79, -2.40], [0.47, -2.45, -1.77], [-3.45, 0.72, 1.29], [-2.13, 0.38, 1.07], [-3.90, -1.52, 2.05], [-4.34, -0.23, 1.79], [3.57, -1.74, 1.14], [-0.68, 2.19, -2.38], [-1.69, -0.93, 1.33], [-0.66, -1.51, -2.09], [2.17, 3.09, 0.71], [-0.66, 2.60, -1.37], [-1.57, -1.76, -1.53], [0.66, -2.51, -0.70], [-1.37, 0.46, -3.43], [1.38, -2.16, -2.29], [-1.33, 2.84, -2.97], [0.32, 2.22, -2.82], [-2.19, 0.73, -1.88], [0.18, -3.45, -2.11], [-0.89, -1.54, -3.16]], "lowdin_spin": [0.926, -0.001, 0.000, 0.001, 0.000, 0.000, 0.004, 0.000, 0.000, 0.004, 0.000, 0.000, 0.000, -0.008, 0.001, 0.010, 0.000, 0.016, 0.000, 0.017, 0.000, 0.003, 0.002, 0.001, 0.000, 0.005, 0.001, 0.004, 0.000, 0.002, 0.004, 0.004, 0.001, 0.001, 0.000, 0.000, 0.000, 0.000, 0.000, 0.000, 0.000, 0.000, 0.000]}